Record 1
ORCA calculation (ωB97M-V/def2-TZVPD) on an isolated molecule of C5H5NO at a distorted geometry.

The geometry in ORCA input format:
```
! wB97M-V def2-TZVPD RIJCOSX def2/J DEFGRID3
* xyz 0 1
H 1.58020 -0.13955 0.72147
C 1.31979 0.84928 0.31748
N -2.25304 -1.47191 0.80733
O 2.36636 1.41587 -0.43601
C -2.87323 -1.43241 1.80685
H -1.44775 -2.24839 -0.98458
C -1.43166 -1.39599 -0.31196
H 2.55336 0.81590 -1.16864
H 1.15908 1.52170 1.16666
C 0.02976 0.75679 -0.46342
C -0.69130 -0.32774 -0.48078
H -0.31155 1.65646 -0.97440
*
```

Energy relative to the best compared isomer or geometry (same formula, charge and spin) in kcal per mole: 74.1
HOMO-LUMO gap in eV: 10.63

***

Record 2
ORCA calculation (ωB97M-V/def2-TZVPD) on an isolated molecule of C5H5NO at a distorted geometry.

The geometry in ORCA input format:
```
! wB97M-V def2-TZVPD RIJCOSX def2/J DEFGRID3
* xyz 0 1
H 1.38116 0.82354 1.32677
C -0.31174 -1.25932 -0.09666
N 0.35217 0.92046 -2.79046
H 1.70406 -0.73170 -0.43613
C 0.69755 -0.30670 -0.49703
C -0.79985 0.91178 1.08589
H -1.24210 -1.39577 -0.62963
H -0.05076 -1.97703 0.67172
H -0.93150 1.85669 1.63707
C 0.50128 0.51292 0.77249
C 0.50425 0.38157 -1.77902
O -1.80451 0.26358 0.73500
*
```

Energy relative to the best compared isomer or geometry (same formula, charge and spin) in kcal per mole: 90.0
HOMO-LUMO gap (alpha / beta) in eV: 7.93 / 7.93

***

Record 3
ORCA calculation (ωB97M-V/def2-TZVPD) on an isolated molecule of C5H5NO at a distorted geometry.

The geometry in ORCA input format:
```
! wB97M-V def2-TZVPD RIJCOSX def2/J DEFGRID3
* xyz 0 1
N 2.34258 -1.90678 0.49617
H -0.06931 -0.93333 -1.23096
H -1.26469 -1.65433 0.65469
C 0.77422 2.04015 -0.99834
H -1.68764 1.11651 0.42197
C 0.58449 0.90878 -0.63467
C -0.90560 -0.62126 0.71490
H 1.00093 3.01453 -1.38083
O -1.98077 0.19682 0.35624
H -0.54104 -0.42833 1.73438
C 0.27022 -0.48744 -0.29370
C 1.43872 -1.26401 0.16812
*
```

Energy relative to the best compared isomer or geometry (same formula, charge and spin) in kcal per mole: 57.2
HOMO-LUMO gap in eV: 11.43

***

Record 4
ORCA calculation (ωB97M-V/def2-TZVPD) on an isolated molecule of C5H5NO.

The geometry in ORCA input format:
```
! wB97M-V def2-TZVPD RIJCOSX def2/J DEFGRID3
* xyz 0 1
H -1.60082 1.62740 -0.95456
O 0.40064 0.21950 1.62059
C -0.26618 -0.42572 -0.62656
C 2.04599 0.37644 -0.07971
H 0.02950 -0.93471 -1.54844
H 1.17514 -1.37269 0.66634
H -2.40828 -1.14323 0.33997
C -1.33400 0.62441 -0.65704
N 2.98249 0.95691 -0.42660
C -1.67290 -0.51058 -0.13301
C 0.85149 -0.35426 0.42416
H -0.20307 0.93652 1.37485
*
```

Energy relative to the best compared isomer or geometry (same formula, charge and spin) in kcal per mole: 71.1
HOMO-LUMO gap in eV: 11.31

***

Record 5
ORCA calculation (ωB97M-V/def2-TZVPD) on an isolated molecule of C5H5NO at a distorted geometry.

The geometry in ORCA input format:
```
! wB97M-V def2-TZVPD RIJCOSX def2/J DEFGRID3
* xyz 0 1
H 1.64050 -1.89748 -1.25261
H -1.24219 -1.69670 0.30572
C 0.30369 -0.20873 0.23729
H -1.42598 -0.35542 1.45883
H -1.88190 0.93746 -0.44753
C -1.14350 -0.61402 0.43259
C 0.64926 1.16350 0.09994
O -1.99371 -0.02071 -0.51662
N 1.97081 -2.01996 -0.28325
C 0.87648 2.34088 -0.01533
H 1.08977 3.38349 -0.05354
C 1.22408 -1.13336 0.12500
*
```

Energy relative to the best compared isomer or geometry (same formula, charge and spin) in kcal per mole: 86.7
HOMO-LUMO gap in eV: 9.62

***

Record 6
ORCA calculation (ωB97M-V/def2-TZVPD) on an isolated molecule of C5H5NO at a distorted geometry.

The geometry in ORCA input format:
```
! wB97M-V def2-TZVPD RIJCOSX def2/J DEFGRID3
* xyz 0 1
H -2.26931 -0.86569 0.28501
H -1.20803 1.44046 0.26915
O -0.83533 -1.44159 1.58461
H 1.36327 -0.10418 1.07499
C 0.62230 -0.86700 -1.46483
H 1.28069 1.69966 0.72082
C 0.40120 0.42685 -0.86076
C 0.87982 0.70727 0.54108
H 0.42178 1.24529 -1.57249
C -0.57954 0.55424 0.29316
C -1.28488 -0.68553 0.76160
N 0.77371 -1.90426 -1.95450
*
```

Energy relative to the best compared isomer or geometry (same formula, charge and spin) in kcal per mole: 32.6
HOMO-LUMO gap in eV: 11.03

***

Record 7
ORCA calculation (ωB97M-V/def2-TZVPD) on an isolated molecule of C5H5NO.

The geometry in ORCA input format:
```
! wB97M-V def2-TZVPD RIJCOSX def2/J DEFGRID3
* xyz 0 1
C -0.70835 -0.65595 1.19364
C -0.38289 -1.57823 -0.84810
H 0.59104 0.34720 2.46139
H -0.46102 1.70240 -1.55471
C -0.30296 0.39936 1.85255
C 0.95934 0.58953 -0.96428
O 0.44615 1.81475 -1.23616
N -1.01604 -1.59686 0.46630
H -0.84506 1.33777 1.79378
H -0.60461 -2.45699 -1.44288
C 0.37674 -0.57000 -1.20574
H 1.94767 0.66702 -0.51579
*
```

Energy relative to the best compared isomer or geometry (same formula, charge and spin) in kcal per mole: 84.3
HOMO-LUMO gap in eV: 9.80

***

Record 8
ORCA calculation (ωB97M-V/def2-TZVPD) on a cluster of 2 separate species, C5H5NO in total at a distorted geometry.

The geometry in ORCA input format:
```
! wB97M-V def2-TZVPD RIJCOSX def2/J DEFGRID3
* xyz 0 1
H -1.36006 -0.89447 -1.01469
N -1.87496 1.89965 0.44831
C 0.66968 -0.58857 -0.14649
H -0.36200 -2.33761 0.76737
H 1.11954 -1.14404 -0.96391
C 1.71960 2.16436 -0.44895
H -0.18111 -0.87002 1.85502
C -0.82796 -0.39068 -0.21238
O 1.38212 2.10978 -1.53174
H 1.26658 0.22642 0.24408
C -0.20153 -1.26934 0.84642
C -1.40963 0.88016 0.15717
*
```

Energy relative to the best compared isomer or geometry (same formula, charge and spin) in kcal per mole: 34.1
HOMO-LUMO gap in eV: 11.77

***

Record 9
ORCA calculation (ωB97M-V/def2-TZVPD) on an isolated molecule of C5H5NO at a distorted geometry.

The geometry in ORCA input format:
```
! wB97M-V def2-TZVPD RIJCOSX def2/J DEFGRID3
* xyz 0 1
C -1.68423 -0.83210 0.74291
C 0.38794 -0.65847 0.40609
H 2.49763 -0.22729 0.58787
H -2.35985 0.87222 -0.42804
H -2.55337 -1.27844 1.17988
C -1.55285 0.26829 -0.06788
N 1.80667 -0.41075 -0.13060
C 1.20492 0.79831 -0.78718
O -0.48758 -1.42410 1.04254
H 1.56798 1.74997 -0.39740
C -0.16078 0.37555 -0.27995
H 1.33351 0.76680 -1.86825
*
```

Energy relative to the best compared isomer or geometry (same formula, charge and spin) in kcal per mole: 73.3
HOMO-LUMO gap in eV: 9.08

***

Record 10
ORCA calculation (ωB97M-V/def2-TZVPD) on an isolated molecule of C5H5NO at a distorted geometry.

The geometry in ORCA input format:
```
! wB97M-V def2-TZVPD RIJCOSX def2/J DEFGRID3
* xyz 0 1
H -1.57650 0.00443 1.09737
C -0.60227 0.31213 0.70608
O 0.89565 -2.40282 -0.01851
C -0.41058 -0.38266 -0.62077
H -0.53215 1.74422 -1.08653
H -1.34670 -0.42409 -1.17795
H 0.18632 0.06169 1.41354
C -0.08780 -1.72198 -0.04030
H -1.02363 -1.91305 0.60647
N 2.54293 1.76378 -0.26924
C 0.03419 1.05264 -0.46442
C 1.43123 1.44898 -0.33899
*
```

Energy relative to the best compared isomer or geometry (same formula, charge and spin) in kcal per mole: 76.1
HOMO-LUMO gap in eV: 10.81